Here is the ion C4H6N3O2 with charge +1 from OMol25. Energies are from wB97M-V/def2-TZVPD.

Geometry as ORCA input:
```
! wB97M-V def2-TZVPD RIJCOSX def2/J DEFGRID3
* xyz 1 3
C -0.442 0.838 0.162
C -1.337 -0.112 0.395
C 1.713 -0.123 -0.385
C 0.598 0.789 -0.833
N 1.710 -1.331 -0.251
N 3.095 0.558 0.176
N 1.718 -2.432 0.157
O 2.973 1.727 0.199
O 3.917 -0.218 0.467
H -0.609 1.876 0.530
H -2.166 -0.123 1.109
H 0.263 0.430 -1.754
H 1.183 1.661 -1.101
H -1.325 -1.088 -0.008
H 2.006 -3.249 -0.317
*
```

The value obtained for the energy above the lowest of the compared OMol25 structures with the same formula, charge and spin is 599.01 kJ/mol. The value obtained for the HOMO energy (spin up / spin down) is -13.692 / -14.664 eV. Its LUMO energy (spin up / spin down) is -5.37 / -9.33 eV. Its frontier orbital gap (spin up / spin down) is 8.32 / 5.34 eV.

Which charges does Löwdin predict for the atoms? In e, they are: -0.138, 0.083, -0.008, -0.118, 0.105, -0.332, 0.346, 0.166, 0.181, 0.145, 0.093, 0.129, 0.130, 0.061, 0.157